# 1
This record from OMol25 describes the molecule C8H16N2O3. The level of theory is ωB97M-V/def2-TZVPD.

Output
* highest occupied orbital energy: -9.7002 eV
* charge: 0
* calculated total energy: -17674.40064 eV
* relative energy (zero: lowest compared OMol25 entry of this formula, charge and spin): 516.3 kJ/mol
* gap between HOMO and LUMO: 10.047 eV
* structure (SMILES): CC(C)C[C@H](NC(=O)CN)C(=O)O

Each line ends with the Löwdin charge.
CARTESIAN COORDINATES (ANGSTROEM)
C (0.41, 2.08, -2.09)  -0.273
C (-0.54, 0.86, -1.83)  -0.353
C (0.06, -1.37, -0.37)  -0.159
C (-0.68, -2.51, -1.29)  -0.494
C (-0.70, -0.94, 0.92)  -0.168
C (0.25, -0.07, 1.72)  -0.399
C (1.70, -0.59, 1.69)  -0.112
C (-0.27, 0.01, 3.36)  -0.107
H (-1.30, 3.17, -2.60)  0.132
H (-0.26, 2.89, -3.99)  0.152
H (0.73, 2.15, -0.94)  0.153
H (1.47, 1.81, -2.46)  0.140
H (1.21, 0.24, -1.30)  0.087
H (1.14, -1.64, -0.02)  0.133
H (-1.56, -0.37, 0.61)  0.103
H (-1.06, -1.96, 1.18)  0.142
H (-0.07, 0.98, 1.37)  0.146
H (1.73, -1.73, 1.87)  0.118
H (2.14, -0.12, 2.72)  0.125
H (2.22, -0.30, 0.80)  0.048
H (-1.49, 0.15, 3.67)  0.116
H (0.10, -1.02, 3.98)  0.109
H (0.33, 0.85, 3.87)  0.051
H (-1.75, -0.90, -1.84)  0.120
N (-0.19, 3.14, -2.86)  -0.060
N (0.28, -0.10, -1.22)  0.062
O (-1.86, 0.87, -1.86)  -0.033
O (-0.29, -3.64, -1.25)  0.117
O (-1.74, -1.96, -1.83)  0.104


# 2
This record from OMol25 describes a 2-piece molecular cluster, C8H16N3 overall. The level of theory is ωB97M-V/def2-TZVPD.

Output
* highest occupied orbital energy: -12.2924 eV
* charge: +1
* calculated total energy: -13015.59871 eV
* relative energy (zero: lowest compared OMol25 entry of this formula, charge and spin): 369.4 kJ/mol
* gap between HOMO and LUMO: 8.580 eV

Each line ends with the Löwdin charge.
CARTESIAN COORDINATES (ANGSTROEM)
C (0.47, -0.17, 0.30)  0.047
C (-0.17, -1.36, -0.02)  -0.335
C (-1.47, 0.88, 0.18)  -0.015
C (0.57, -2.65, -0.16)  -0.003
C (-1.94, 2.23, 0.39)  -0.033
C (2.84, -0.23, 1.04)  -0.056
C (-3.55, -0.31, -0.19)  0.018
C (1.61, 0.48, 0.56)  -0.168
N (-1.46, -1.39, -0.20)  0.117
N (-2.11, -0.20, -0.05)  -0.168
N (2.40, 1.08, -1.36)  0.091
H (-0.05, -3.37, -0.70)  0.092
H (1.51, -2.51, -0.68)  0.080
H (0.78, -3.05, 0.84)  0.101
H (-2.54, 2.27, 1.31)  0.106
H (-1.12, 2.94, 0.48)  0.085
H (-2.59, 2.54, -0.43)  0.103
H (2.66, -0.55, 2.07)  0.104
H (3.05, -1.12, 0.45)  0.081
H (3.70, 0.43, 1.03)  0.085
H (-3.81, -1.36, -0.22)  0.100
H (-4.04, 0.17, 0.66)  0.104
H (-3.88, 0.18, -1.11)  0.107
H (1.55, 1.53, 0.82)  0.125
H (3.37, 1.37, -1.26)  0.076
H (1.87, 1.86, -1.73)  0.077
H (2.36, 0.32, -2.02)  0.080


# 3
This record from OMol25 describes an isolated ion of composition C8H16N3 and charge +1. The level of theory is ωB97M-V/def2-TZVPD.

Output
* highest occupied orbital energy: -13.9704 eV
* charge: +1
* calculated total energy: -13014.15557 eV
* relative energy (zero: lowest compared OMol25 entry of this formula, charge and spin): 508.7 kJ/mol
* gap between HOMO and LUMO: 9.991 eV
* structure (SMILES): CCCC[C@@]1(C)CN1N=C=[NH2+]

Each line ends with the Löwdin charge.
CARTESIAN COORDINATES (ANGSTROEM)
C (2.68, 0.84, 0.06)  -0.131
C (1.02, -1.64, -1.24)  -0.014
C (0.49, -1.23, 0.12)  -0.365
C (0.07, -2.43, 0.93)  -0.032
C (-2.96, 1.16, 0.43)  -0.107
C (0.04, 0.18, 0.39)  -0.124
C (-2.12, 0.53, -0.67)  -0.268
C (-0.69, 1.01, -0.64)  -0.201
N (2.67, -0.31, -0.24)  0.163
N (1.98, -1.40, -0.21)  -0.013
N (3.11, 1.99, 0.39)  0.218
H (0.89, -2.69, -1.37)  0.117
H (1.11, -0.92, -2.12)  0.154
H (0.77, -3.40, 1.03)  0.145
H (-0.83, -2.99, 0.59)  0.096
H (-0.03, -2.07, 1.97)  0.091
H (-4.01, 0.69, 0.63)  0.120
H (-3.16, 2.27, 0.23)  0.107
H (-2.45, 1.05, 1.33)  0.026
H (-0.50, 0.27, 1.38)  0.142
H (1.06, 0.83, 0.65)  0.134
H (-2.59, 0.92, -1.50)  0.087
H (-2.31, -0.47, -0.57)  0.084
H (-0.21, 0.94, -1.71)  0.142
H (-0.75, 2.09, -0.40)  0.128
H (2.69, 2.80, -0.09)  0.167
H (4.06, 1.98, 0.64)  0.136


# 4
This record from OMol25 describes a 2-piece molecular cluster, C8H16N3O overall. The level of theory is ωB97M-V/def2-TZVPD.

Output
* highest occupied orbital energy (spin up / spin down): -11.4166 / -11.4156 eV
* charge: +1
* calculated total energy: -15064.22008 eV
* relative energy (zero: lowest compared OMol25 entry of this formula, charge and spin): 227.4 kJ/mol
* gap between HOMO and LUMO (spin up / spin down): 8.404 / 8.403 eV

Each line ends with the Löwdin charge.
CARTESIAN COORDINATES (ANGSTROEM)
C (1.82, 1.79, 0.42)  -0.307
C (-1.83, -1.52, -0.40)  -0.078
C (-0.37, -1.13, 1.63)  -0.083
C (0.64, -1.16, -0.63)  -0.057
C (-1.98, 0.07, -0.68)  -0.002
C (-0.64, 0.37, 1.49)  -0.082
C (-0.50, -1.76, 0.26)  -0.306
C (0.42, 0.32, -0.68)  -0.340
N (3.17, 1.69, 0.22)  0.191
N (0.54, 0.92, -1.89)  0.117
N (-0.78, 0.63, 0.08)  -0.071
O (1.22, 2.61, 1.06)  0.051
H (-2.56, -1.74, 0.41)  0.130
H (-1.96, -2.05, -1.32)  0.119
H (0.59, -1.35, 1.96)  0.102
H (-1.04, -1.63, 2.34)  0.137
H (1.60, -1.44, -0.24)  0.117
H (0.67, -1.72, -1.57)  0.134
H (-1.79, 0.09, -1.67)  0.079
H (-2.94, 0.40, -0.44)  0.121
H (-1.51, 0.73, 2.01)  0.155
H (0.11, 0.94, 1.82)  0.056
H (-0.46, -2.85, 0.36)  0.158
H (3.48, 1.06, -0.40)  0.055
H (3.69, 2.49, 0.40)  0.099
H (0.10, 1.85, -1.93)  0.132
H (1.18, 0.65, -2.63)  0.132
H (-0.87, 1.74, -0.01)  0.241


# 5
This record from OMol25 describes a 3-piece molecular cluster, C8H16N3S overall. The level of theory is ωB97M-V/def2-TZVPD.

Output
* highest occupied orbital energy (spin up / spin down): -11.5119 / -11.0305 eV
* charge: +1
* calculated total energy: -23848.63622 eV
* relative energy (zero: lowest compared OMol25 entry of this formula, charge and spin): 456.8 kJ/mol
* gap between HOMO and LUMO (spin up / spin down): 7.480 / 5.974 eV

Each line ends with the Löwdin charge.
CARTESIAN COORDINATES (ANGSTROEM)
C (-1.55, 1.26, -1.07)  0.004
C (-1.89, 2.21, -1.98)  -0.015
C (-0.20, 1.06, -0.71)  -0.286
C (-0.90, 3.01, -2.76)  -0.187
C (0.85, 1.70, -1.36)  -0.115
C (0.44, 3.05, -2.04)  -0.155
C (1.97, -3.57, 2.39)  -0.057
C (0.57, -0.48, 0.98)  0.132
N (0.12, 0.45, 0.39)  0.127
N (0.77, -2.94, 0.36)  0.093
N (0.76, -3.25, 1.64)  -0.211
S (-1.95, -0.28, 3.66)  0.523
H (-2.29, 0.71, -0.60)  0.102
H (-2.92, 2.45, -2.30)  0.128
H (-0.83, 2.60, -3.81)  0.143
H (-1.31, 4.08, -3.07)  0.161
H (1.69, 1.97, -0.74)  0.125
H (1.31, 0.94, -2.18)  0.202
H (1.09, 3.30, -2.83)  0.098
H (0.47, 3.79, -1.25)  0.119
H (2.67, -2.63, 2.41)  0.117
H (1.61, -3.74, 3.36)  0.058
H (2.47, -4.46, 1.86)  0.120
H (0.97, -0.61, 1.96)  0.080
H (-0.12, -3.02, -0.07)  0.051
H (-2.63, -0.74, 4.65)  -0.239
H (-0.15, -3.45, 2.07)  0.149
H (-0.88, -0.86, 4.10)  -0.267


# 6
This record from OMol25 describes the molecule C8H16N4. The level of theory is ωB97M-V/def2-TZVPD.

Output
* highest occupied orbital energy: -8.7863 eV
* charge: 0
* calculated total energy: -14511.89208 eV
* relative energy (zero: lowest compared OMol25 entry of this formula, charge and spin): 214.6 kJ/mol
* gap between HOMO and LUMO: 8.854 eV
* structure (SMILES): CCCC1=NN[C@@H](CCC)N=N1

Each line ends with the Löwdin charge.
CARTESIAN COORDINATES (ANGSTROEM)
C (-0.40, 1.08, -4.02)  -0.111
C (-0.50, -0.47, -3.74)  -0.225
C (0.40, -0.96, -2.52)  -0.211
C (0.47, -0.28, -1.17)  -0.453
C (0.28, 0.52, 1.23)  -0.278
C (0.10, 1.30, 2.62)  -0.146
C (-0.95, 0.60, 3.52)  -0.241
C (-0.38, -0.79, 3.88)  -0.122
H (0.72, 1.31, -4.22)  0.102
H (-1.05, 1.45, -4.75)  0.034
H (-0.63, 1.61, -3.12)  0.041
H (-1.55, -0.79, -3.43)  0.112
H (-0.02, -1.04, -4.59)  0.106
H (0.34, -2.09, -2.45)  0.120
H (1.51, -0.81, -2.79)  0.120
H (0.85, 0.83, -1.53)  0.181
H (2.23, -1.09, -0.43)  0.125
H (-0.08, 2.32, 2.32)  0.091
H (1.15, 1.23, 2.93)  0.094
H (-0.87, 1.09, 4.48)  0.095
H (-1.91, 0.63, 2.97)  0.106
H (-0.93, -1.12, 4.73)  0.043
H (-0.32, -1.61, 3.14)  0.069
H (0.76, -0.67, 4.13)  0.111
N (1.26, -0.92, -0.22)  -0.012
N (1.41, -0.04, 0.84)  0.089
N (-0.93, 0.14, 0.56)  0.060
N (-0.93, -0.21, -0.63)  0.101